Density functional theory data (the ωB97M-V functional and the def2-TZVPD basis) for the molecule C19H24N4O2S at a distorted geometry.

Geometry as XYZ:
```
50
Properties=species:S:1:pos:R:3:forces:R:3
C 2.5075 0.9412 -2.6915 -0.2 0.2 0.0
C 1.9876 2.1413 -1.9101 0.2 -0.2 0.0
C 2.9487 2.5348 -0.7880 -0.2 0.2 -0.1
C 2.3815 3.6004 0.1575 0.2 -0.2 0.0
C 1.6891 3.0325 1.3887 -0.2 0.0 -0.2
S 0.0985 2.2047 1.0418 -0.2 0.4 0.2
C 0.6413 0.5791 0.7876 0.0 -0.2 -0.1
N 1.8547 0.1293 1.0780 0.3 -0.1 0.1
C 1.8318 -1.1707 0.7189 -1.3 0.0 -0.4
C 0.5879 -1.5207 0.2110 0.8 -0.1 0.3
C 0.2920 -2.8446 -0.2369 0.2 0.3 0.1
O -0.7462 -3.2824 -0.6880 -0.3 -0.1 -0.1
N 1.4198 -3.6551 -0.0848 -0.2 -0.4 -0.2
C 2.6786 -3.3546 0.4025 0.1 0.1 0.0
O 3.5505 -4.1907 0.4591 0.2 -0.3 0.0
N 2.8648 -2.0520 0.8150 0.0 -0.1 0.0
C 4.1436 -1.6260 1.3375 0.3 0.0 0.1
N -0.1638 -0.3638 0.2545 0.6 0.2 0.1
C -1.5465 -0.2438 -0.1164 -0.6 0.0 0.1
C -2.4688 -0.6069 1.0560 0.0 0.0 -0.2
C -3.9015 -0.5493 0.6096 0.1 0.0 0.1
C -4.4520 -1.6179 -0.0872 0.0 0.0 0.0
C -5.7617 -1.5650 -0.5287 0.0 -0.1 -0.1
C -6.5335 -0.4420 -0.2809 -0.1 0.0 0.0
C -5.9893 0.6284 0.4075 -0.1 0.1 0.0
C -4.6782 0.5757 0.8481 0.0 0.0 0.0
H 1.8245 0.6818 -3.4969 0.0 -0.1 -0.1
H 3.4822 1.1583 -3.1232 0.1 0.0 -0.1
H 2.6090 0.0768 -2.0373 0.0 -0.1 0.1
H 1.8572 2.9892 -2.5868 -0.1 0.1 0.0
H 1.0070 1.8996 -1.4986 0.0 0.1 0.0
H 3.8685 2.9101 -1.2417 0.0 0.0 0.0
H 3.2063 1.6480 -0.2061 0.1 0.0 -0.1
H 3.1988 4.2254 0.5266 0.0 0.1 0.0
H 1.6908 4.2492 -0.3856 0.0 0.1 0.0
H 1.4334 3.8319 2.0843 0.0 -0.1 0.1
H 2.3059 2.2868 1.8865 0.0 0.1 0.1
H 1.3091 -4.6194 -0.3786 0.0 0.2 0.1
H 4.5872 -0.8814 0.6754 0.0 0.0 0.0
H 4.7860 -2.5021 1.3962 -0.1 0.1 0.0
H 4.0069 -1.1865 2.3250 0.0 0.0 0.0
H -1.7309 -0.9288 -0.9470 0.0 0.2 0.0
H -1.7325 0.7857 -0.4354 0.0 -0.1 -0.1
H -2.2231 -1.6185 1.3859 0.1 0.0 0.0
H -2.2937 0.0881 1.8797 0.0 0.0 0.0
H -3.8480 -2.4926 -0.2807 0.1 -0.1 0.0
H -6.1821 -2.4020 -1.0666 0.0 -0.1 0.0
H -7.5570 -0.4015 -0.6233 -0.1 0.0 0.0
H -6.5870 1.5068 0.6023 -0.1 0.1 0.0
H -4.2550 1.4128 1.3852 0.1 0.1 0.1
```
Positions in Å, forces in eV/Å.

HOMO-LUMO gap: 0.317 Ha
Spin multiplicity: 1
E_LUMO: 0.52 eV
F_max: 0.027 hartree/bohr
HOMO level: -0.2979 hartree
SMILES string: CCCCCSc1nc2c(c(=O)[nH]c(=O)n2C)n1CCc1ccccc1

Density functional theory data (the ωB97M-V functional and the def2-TZVPD basis) for the molecule C19H24N4O2S at a distorted geometry.

Geometry as XYZ:
```
50
Properties=species:S:1:pos:R:3:forces:R:3
C -6.1422 2.1239 -2.6035 0.2 0.0 -1.1
C -4.7826 2.1146 -1.9804 1.4 -0.3 1.0
C -4.6691 2.1686 -0.5600 1.0 0.0 -1.5
C -3.4266 2.0009 0.0783 -0.6 0.3 -0.4
C -2.2580 1.8001 -0.6753 -0.9 0.3 1.1
C -0.9040 1.7577 0.0003 -0.2 -1.0 0.4
N 0.0120 0.8416 -0.7136 -0.2 -0.7 0.1
C 1.2526 1.4634 -1.2981 -0.1 -0.2 -0.5
C 2.4535 1.3575 -0.3177 1.0 1.2 1.4
O 2.9945 2.3957 0.1491 -1.1 -2.5 -1.2
N 2.8026 0.0759 0.0524 0.0 0.8 -0.9
C 3.9404 -0.2822 0.9188 -0.8 -0.1 0.5
C 4.4543 -1.6633 0.5430 0.5 -0.6 -0.8
C 3.4595 -2.7956 0.7824 -0.8 -0.2 0.5
C 2.8822 -2.7794 2.2248 0.2 0.6 0.2
C 2.3360 -1.3906 2.5906 -0.3 -0.1 -0.2
C 3.4448 -0.3400 2.3903 -0.5 0.6 0.0
C -0.1920 -0.5594 -0.7748 3.3 1.1 -1.1
O 0.6219 -1.2082 -1.4901 -1.9 0.7 1.3
C -1.1292 -1.3397 0.1098 -0.7 -0.3 0.9
C -1.3522 -2.6853 -0.0471 -0.3 -0.4 -0.7
S -2.4781 -3.3062 1.0948 1.9 2.0 -0.7
N -2.4510 -1.7983 1.8707 0.2 1.6 -0.4
N -1.7609 -0.8734 1.2565 -0.8 -1.8 0.3
C -2.3865 1.7322 -2.0397 0.5 -0.2 -0.5
C -3.5870 1.9002 -2.7009 -1.1 0.1 0.2
H -6.6344 1.1779 -2.3651 -0.2 0.2 0.0
H -6.0611 2.1840 -3.7116 -0.1 0.0 0.7
H -6.7597 2.9601 -2.2721 0.0 -0.1 0.1
H -5.5889 2.4084 -0.0673 -0.2 -0.2 0.8
H -3.3667 2.0499 1.1613 0.0 0.0 -0.1
H -0.4840 2.7618 0.0692 0.3 -0.2 -0.3
H -0.9848 1.4141 1.0439 -0.2 0.1 -0.3
H 1.4988 1.0178 -2.2852 -0.2 -0.2 0.8
H 1.1146 2.5518 -1.5419 -0.3 -1.1 0.7
H 2.3311 -0.6902 -0.4303 0.1 0.5 0.1
H 4.7472 0.4465 0.7609 -0.4 0.0 0.3
H 4.8051 -1.6716 -0.5185 -0.3 0.0 0.7
H 5.3164 -1.8870 1.1627 0.4 0.2 0.1
H 2.6594 -2.6819 0.0601 -0.6 0.0 -0.1
H 3.8432 -3.7982 0.5695 0.4 0.3 0.0
H 3.6734 -3.0353 2.9631 -0.3 0.1 -0.5
H 2.0720 -3.4834 2.3913 0.0 -0.4 -0.3
H 1.9201 -1.3947 3.6086 0.6 0.1 0.1
H 1.3953 -1.1793 2.0281 0.8 0.1 -0.3
H 4.2863 -0.5826 3.0535 -0.1 0.1 -0.1
H 3.0607 0.6470 2.6803 0.2 -0.1 -0.1
H -0.8982 -3.2712 -0.8229 0.0 -0.2 -0.2
H -1.5032 1.4932 -2.6106 0.2 0.1 -0.3
H -3.5775 1.8522 -3.7873 -0.2 0.0 0.1
```
Positions in Å, forces in eV/Å.

HOMO-LUMO gap: 0.314 Ha
Spin multiplicity: 1
E_LUMO: -0.32 eV
F_max: 0.071 hartree/bohr
HOMO level: -0.3257 hartree
SMILES string: Cc1ccc(CN(CC(=O)NC2CCCCC2)C(=O)c2csnn2)cc1

Density functional theory data (the ωB97M-V functional and the def2-TZVPD basis) for the molecule C19H24N4O3.

Geometry as XYZ:
```
50
Properties=species:S:1:pos:R:3:forces:R:3
H 4.6368 0.5431 4.7850 0.0 0.0 0.0
N 4.7056 -0.3566 5.2458 0.0 0.0 0.0
C 4.1487 -1.2636 4.5699 0.0 -0.1 0.0
N 4.0673 -2.5965 4.9068 0.0 0.0 0.0
C 3.3883 -3.2870 3.9246 0.0 0.0 0.0
C 3.0378 -2.4015 2.9889 0.1 0.0 0.1
C 2.3424 -2.6815 1.7194 -0.1 0.0 0.0
O 2.1550 -3.8506 1.4059 0.0 0.0 0.0
N 1.9308 -1.6579 0.9405 0.0 0.0 0.0
C 1.8393 -0.2304 1.2733 0.0 0.0 0.0
C 0.7205 0.2722 0.3599 0.0 0.0 0.0
C -0.6506 0.0531 0.9887 0.0 0.0 0.0
C 0.9548 -0.5835 -0.8944 0.0 -0.1 0.0
N -0.1342 -0.5816 -1.8386 0.0 0.0 0.0
C 0.0577 -0.3898 -3.1733 -0.1 0.0 0.1
O 1.1596 -0.3517 -3.6884 0.0 0.0 0.0
C -1.2114 -0.1619 -3.9676 0.0 0.0 0.0
C -1.5426 1.3392 -4.0050 -0.1 0.0 0.0
C -1.9895 1.8838 -2.6710 0.1 0.0 0.0
C -1.2041 2.7921 -1.9719 0.0 0.0 0.0
C -1.6204 3.2770 -0.7400 0.0 0.0 0.0
C -2.8204 2.8544 -0.1914 0.0 0.0 0.0
C -3.6195 1.9359 -0.8660 0.0 0.0 0.0
C -4.9078 1.4448 -0.2632 0.0 0.0 0.0
C -3.1894 1.4641 -2.1015 0.0 0.0 0.0
C 1.2803 -1.9684 -0.3270 0.0 0.0 0.0
O 3.5027 -1.1401 3.3650 0.0 0.0 0.0
H 4.4746 -2.9526 5.7514 0.0 0.0 0.0
H 3.2024 -4.3455 3.9386 0.0 0.0 0.0
H 1.6060 -0.0851 2.3248 0.0 0.0 0.0
H 2.7839 0.2763 1.0606 0.0 0.0 0.0
H 0.8464 1.3320 0.1310 0.0 0.0 0.0
H -0.8299 -1.0050 1.1972 0.0 0.0 0.0
H -0.7214 0.5948 1.9326 0.0 0.0 0.0
H -1.4538 0.4297 0.3516 0.0 0.0 0.0
H 1.8268 -0.2054 -1.4289 0.0 0.0 0.0
H -1.0721 -0.4784 -1.4869 0.0 0.0 0.0
H -2.0468 -0.7257 -3.5460 0.0 0.0 0.0
H -1.0271 -0.5212 -4.9784 0.0 0.0 0.0
H -2.3276 1.5044 -4.7463 0.0 0.0 0.0
H -0.6597 1.8803 -4.3493 0.0 0.0 0.0
H -0.2643 3.1234 -2.3981 0.0 0.0 0.0
H -1.0069 3.9929 -0.2070 0.0 0.0 0.0
H -3.1437 3.2405 0.7682 0.0 0.0 0.0
H -5.6540 1.2465 -1.0325 0.0 0.0 0.0
H -4.7489 0.5149 0.2879 0.0 0.0 0.0
H -5.3204 2.1732 0.4338 0.0 0.0 0.0
H -3.8173 0.7610 -2.6419 0.0 0.0 0.0
H 0.3770 -2.5626 -0.1617 0.0 0.0 0.0
H 1.9391 -2.5454 -0.9749 0.0 0.0 0.0
```
Positions in Å, forces in eV/Å.

HOMO-LUMO gap: 0.324 Ha
Spin multiplicity: 1
E_LUMO: 0.58 eV
F_max: 0.002 hartree/bohr
HOMO level: -0.3028 hartree
SMILES string: [H]/N=c1/[nH]cc(C(=O)N2C[C@H](C)[C@H](NC(=O)CCc3cccc(C)c3)C2)o1

Density functional theory data (the ωB97M-V functional and the def2-TZVPD basis) for the molecule C19H24N4O6S2 at a distorted geometry.

Geometry as XYZ:
```
55
Properties=species:S:1:pos:R:3:forces:R:3
C -6.1884 -1.6110 -1.0118 -0.3 -0.3 0.2
N -5.1294 -0.6882 -0.6684 0.4 0.1 1.1
C -4.9630 0.4652 -1.5278 -0.1 0.7 -0.1
C -6.0370 1.5657 -1.4189 0.1 -0.3 -0.3
O -5.8284 2.4412 -0.3479 0.1 0.2 0.5
S -4.8889 -0.4732 0.9785 0.2 -0.3 -0.7
O -4.9428 -1.7811 1.5622 0.1 -0.1 0.0
O -5.7666 0.5268 1.5387 0.2 0.1 0.0
C -3.2014 0.1045 1.0218 -0.6 -0.1 0.0
C -2.8990 1.4523 1.1078 -0.1 0.1 0.1
C -1.5702 1.8516 1.1157 0.1 -0.2 0.0
C -0.5795 0.8861 1.0563 -0.5 -0.3 0.0
C -0.8972 -0.4960 0.9946 -0.4 0.3 0.0
C -2.2284 -0.8784 0.9600 0.2 -0.2 0.0
C 0.3575 -1.2567 0.9659 -0.2 -0.5 0.0
N 0.6369 -2.5111 0.9701 0.6 0.4 0.0
N -0.2420 -3.4786 0.9738 -0.6 -0.3 -0.1
C 1.4282 -0.2658 0.9815 0.3 0.6 0.0
C 2.8025 -0.4405 0.9642 -0.2 -0.1 0.1
C 3.5888 0.6971 1.0064 0.7 -0.1 0.0
S 5.3710 0.5534 0.8954 0.1 0.2 -0.3
O 5.9756 1.7369 1.4272 -0.2 0.1 -0.1
O 5.7779 -0.7050 1.4580 -0.2 -0.1 -0.1
N 5.7044 0.5325 -0.7497 0.0 0.0 1.1
C 5.6214 1.8424 -1.3559 0.0 0.5 0.0
C 5.1134 -0.5316 -1.5442 0.1 -0.8 0.0
C 5.7833 -1.8989 -1.3189 -0.1 0.2 -0.4
O 5.2206 -2.6412 -0.2783 -0.2 -0.2 0.5
C 3.0494 1.9735 1.0648 0.0 0.3 0.0
C 1.6754 2.1507 1.0912 0.0 -0.1 0.0
C 0.8652 1.0262 1.0450 0.7 -0.3 0.0
H -7.1783 -1.1444 -1.0115 0.0 0.0 0.0
H -5.9886 -2.0322 -1.9978 0.0 0.0 0.0
H -6.1720 -2.4023 -0.2666 -0.2 -0.2 -0.2
H -4.9330 0.0935 -2.5562 0.1 0.0 0.1
H -3.9911 0.9073 -1.2924 0.0 0.1 -0.2
H -5.9924 2.1823 -2.3213 -0.1 -0.1 0.0
H -7.0331 1.1057 -1.3639 0.0 0.0 -0.1
H -5.9360 1.9328 0.4791 -0.1 0.2 -0.3
H -3.6991 2.1733 1.1604 0.0 0.1 0.0
H -1.3173 2.8989 1.1696 0.0 0.1 0.0
H -2.5714 -1.8980 0.8930 0.1 -0.1 0.0
H 0.1469 -4.3986 1.1043 -0.1 0.2 0.0
H -1.2321 -3.3350 1.1368 0.3 0.0 0.0
H 3.2415 -1.4244 0.9328 0.0 -0.2 0.0
H 6.0313 2.5550 -0.6456 0.0 0.2 -0.2
H 6.2233 1.8564 -2.2645 0.0 0.0 0.0
H 4.5895 2.1218 -1.6025 0.0 0.0 0.0
H 5.2501 -0.2541 -2.5918 0.0 0.1 0.1
H 4.0347 -0.6248 -1.3522 0.0 0.0 -0.2
H 5.6461 -2.5032 -2.2207 0.1 0.1 0.0
H 6.8570 -1.7362 -1.1597 -0.1 0.0 -0.1
H 5.4380 -2.1756 0.5510 0.0 -0.3 -0.3
H 3.7258 2.8119 1.1136 0.0 0.2 0.0
H 1.2506 3.1408 1.1490 0.0 0.1 0.0
```
Positions in Å, forces in eV/Å.

HOMO-LUMO gap: 0.292 Ha
Spin multiplicity: 1
E_LUMO: -0.71 eV
F_max: 0.022 hartree/bohr
HOMO level: -0.3178 hartree
SMILES string: CN(CCO)S(=O)(=O)c1ccc2c(c1)C(=NN)c1cc(S(=O)(=O)N(C)CCO)ccc1-2